(1)
Below is a molecular structure, C5H7Cl3 in a non-equilibrium geometry, with properties calculated with ωB97M-V/def2-TZVPD.

Summary:
ΔE to the lowest compared entry with this formula, charge and spin = 384.8 kJ/mol
HOMO energy = -9.508 eV
2S+1 = 1
net charge = 0
HOMO-LUMO gap = 10.22 eV
LUMO level = 0.026 hartree
E_tot = -1575.1270 hartree

```
15
Properties=species:S:1:pos:R:3:forces:R:3:mulliken_charge:R:1
C 2.0054 0.7612 -0.5020 -2.03 2.99 0.50 -0.587
C 0.5657 0.5950 0.1978 1.87 -1.89 -1.01 0.253
C -0.1226 -0.6750 -0.4263 -2.10 2.27 -2.71 -0.497
C -1.6020 -1.0272 -0.2652 -3.26 1.78 2.17 -0.276
C -2.2070 -0.5016 0.8950 3.84 0.11 -0.64 -0.488
H 2.5989 1.5278 0.0268 -1.28 0.87 -0.67 0.348
H 1.9231 1.0607 -1.6027 0.20 -1.27 1.39 0.368
H 0.4066 -1.5614 -0.3077 1.53 -1.25 -0.08 0.470
H -0.2076 -0.2784 -1.5089 1.10 -1.15 1.12 0.249
H -2.2889 -1.5149 -1.2527 2.41 1.34 3.31 0.224
H -1.2923 0.1889 1.7575 -3.68 -2.52 -2.74 0.015
H -3.2537 -0.6304 1.1928 0.50 0.21 -0.17 0.342
Cl 2.8257 -0.5095 0.1235 3.48 -4.65 -0.18 -0.162
Cl 0.8729 0.6022 1.9603 -0.27 0.03 0.30 -0.153
Cl -0.2242 1.9625 -0.2880 -2.33 3.14 -0.58 -0.105
```
Forces are in eV/Å.

(2)
Below is a single C3H4N2O molecule in a non-equilibrium geometry, with properties calculated with ωB97M-V/def2-TZVPD.

Summary:
ΔE to the lowest compared entry with this formula, charge and spin = 219.2 kJ/mol
SMILES = Nc1ccon1
HOMO energy = -9.441 eV
2S+1 = 1
net charge = 0
HOMO-LUMO gap = 10.38 eV
LUMO level = 0.035 hartree
E_tot = -301.4037 hartree

```
10
Properties=species:S:1:pos:R:3:forces:R:3:mulliken_charge:R:1
C -0.2182 0.3898 0.2513 -2.15 1.96 0.73 0.547
C 0.2457 -0.3946 -0.7702 0.59 -1.03 -2.87 -0.266
C 1.3507 -0.9525 -0.2248 0.18 -1.57 -0.92 -0.283
H -2.0598 1.0239 -0.5084 1.55 0.20 1.17 0.266
H -1.7538 1.1899 1.1657 0.53 0.64 -1.74 0.296
H -0.1623 -0.4967 -1.8244 0.67 0.07 1.75 0.248
H 1.9323 -1.8000 -0.6845 -0.14 1.33 1.03 0.344
N -1.3102 1.2669 0.2011 -2.20 -0.80 1.08 -0.570
N 0.4487 0.3257 1.3605 1.32 -0.62 -0.18 -0.441
O 1.5269 -0.5523 1.0336 -0.36 -0.18 -0.06 -0.141
```
Forces are in eV/Å.

(3)
Below is a molecular structure, C33H42BrN3O5PSiSr in a non-equilibrium geometry, with properties calculated with ωB97M-V/def2-TZVPD.

Summary:
ΔE to the lowest compared entry with this formula, charge and spin = 30.5 kJ/mol
HOMO energy = -3.948 eV
2S+1 = 1
net charge = -1
HOMO-LUMO gap = 5.69 eV
LUMO level = 0.064 hartree
E_tot = -5059.1627 hartree

```
87
Properties=species:S:1:pos:R:3:forces:R:3:mulliken_charge:R:1
Sr 0.4280 0.5591 -0.4991 -0.22 1.35 1.53 2.145
Br 6.0669 5.8883 -1.3509 -0.02 -0.02 0.00 -0.260
C 4.8109 4.4607 -1.4413 -0.01 -0.16 -0.01 -0.178
C 5.2670 3.1398 -1.5550 0.02 0.00 -0.01 -0.455
C 4.3724 2.1017 -1.6327 0.12 0.12 -0.02 -0.693
C 2.9694 2.3202 -1.5797 -0.41 -0.40 -0.17 -0.056
O 2.1348 1.3469 -1.6562 1.64 0.61 -0.61 -0.902
C 2.5335 3.6666 -1.4454 -0.43 0.36 0.08 1.054
C 1.1246 4.0402 -1.3752 0.45 -0.01 -0.11 -0.558
N 0.1387 3.2515 -1.1719 -0.51 -0.04 0.12 0.644
C -1.1872 3.7709 -1.1669 0.41 -0.43 -0.01 0.092
C -1.5300 5.0911 -1.0755 -0.20 0.30 0.05 -0.691
C -2.8806 5.5106 -1.0996 0.24 -0.01 0.01 -0.978
C -3.8894 4.6028 -1.2075 -0.04 -0.09 0.00 -0.912
C -3.5824 3.2211 -1.2653 -0.22 0.08 -0.01 1.761
C -4.5856 2.2219 -1.3261 -0.05 0.18 0.01 -0.803
C -4.2377 0.9101 -1.3296 0.15 -0.19 0.04 -1.068
C -2.8647 0.5749 -1.2626 -0.05 0.12 -0.05 -0.072
N -1.9094 1.4708 -1.2265 -0.40 0.28 -0.11 0.115
C -2.2427 2.8016 -1.2344 0.35 -0.38 0.03 -0.551
C 3.4667 4.7146 -1.3992 -0.05 0.09 -0.01 -0.633
H 6.3317 2.9441 -1.5867 -0.01 0.00 0.00 0.395
H 4.7093 1.0780 -1.7330 0.02 0.01 0.01 0.444
H 0.9513 5.1108 -1.5304 0.06 0.01 -0.03 0.088
H -0.7583 5.8413 -0.9670 -0.05 0.03 0.01 0.341
H -3.1023 6.5678 -1.0237 0.00 -0.01 -0.01 0.370
H -4.9259 4.9169 -1.2236 0.00 -0.01 0.00 0.386
H -5.6268 2.5234 -1.3532 0.02 0.02 0.00 0.392
H -4.9775 0.1216 -1.3606 0.00 0.02 0.00 0.472
H -2.5414 -0.4620 -1.2301 -0.01 0.04 -0.03 0.378
H 3.1083 5.7350 -1.3161 0.01 -0.01 0.01 0.415
C -1.9006 -1.1008 1.9557 -0.05 -0.20 -0.09 -0.299
Si -1.3631 0.5323 2.7101 0.12 -0.02 -0.13 -0.193
C -2.7057 1.7858 2.3359 -0.24 0.27 0.04 -0.550
C -1.5223 0.2523 4.5635 -0.05 -0.10 0.24 -1.314
N 0.1238 0.9989 2.0526 0.50 0.16 0.21 0.469
C 1.2157 1.5690 2.6622 -0.10 -0.03 -0.15 -0.008
C 1.3869 1.7622 4.0586 0.03 0.01 -0.05 -0.054
C 2.5411 2.3185 4.5913 -0.03 -0.02 -0.01 -0.744
C 3.6023 2.7245 3.7896 -0.06 -0.03 -0.02 -0.580
C 3.4663 2.5600 2.4151 -0.07 0.02 0.00 -0.529
C 2.3158 2.0122 1.8783 -0.13 -0.06 0.12 0.487
H -2.9829 -1.2456 2.0623 0.08 -0.01 0.03 0.346
H -1.3971 -1.9126 2.4930 -0.04 -0.01 -0.08 0.140
H -1.6466 -1.2246 0.8985 -0.01 0.02 0.08 -0.151
H -3.6879 1.4277 2.6688 0.06 0.06 -0.02 0.333
H -2.7755 2.0305 1.2735 0.01 -0.03 0.04 -0.133
H -2.4811 2.7152 2.8722 -0.07 -0.02 -0.06 0.351
H -2.5027 -0.2061 4.7399 0.05 0.02 0.06 0.370
H -1.4762 1.1804 5.1395 -0.04 -0.04 -0.02 0.356
H -0.7579 -0.4283 4.9509 -0.05 0.03 -0.03 0.298
H 0.6008 1.4572 4.7346 0.04 0.02 -0.02 0.135
H 2.6102 2.4346 5.6689 -0.01 0.00 -0.01 0.353
H 4.4984 3.1559 4.2165 -0.01 0.00 0.01 0.371
H 4.2593 2.8708 1.7422 -0.01 0.00 0.00 0.331
H 2.2550 1.9293 0.8035 0.05 0.03 -0.12 -0.436
C 2.2430 -4.9642 -0.6041 0.08 -0.13 -0.01 -1.453
C 1.5950 -4.1683 0.5179 -0.16 0.31 -0.29 1.783
C 0.5440 -4.9888 1.2462 -0.05 -0.11 0.10 -1.352
C 2.6417 -3.6419 1.4829 0.11 -0.05 0.11 -1.778
O 0.9445 -2.9713 0.0206 0.16 -0.19 0.41 0.052
P 0.2759 -2.6949 -1.3971 -0.08 0.49 -0.12 -0.492
O 1.2044 -2.8159 -2.5396 0.06 -0.03 -0.11 -0.904
O -0.3979 -1.3512 -1.1547 -0.62 -2.01 -0.94 0.181
O -0.8484 -3.8393 -1.4390 -0.47 -0.30 -0.03 -0.122
C -1.5821 -4.2025 -2.6392 0.31 0.19 0.21 1.718
C -0.7239 -5.1641 -3.4462 0.03 -0.06 -0.12 -1.686
C -1.9498 -2.9738 -3.4632 -0.06 0.02 -0.09 -1.489
C -2.8361 -4.8799 -2.1229 -0.15 -0.10 0.01 -1.804
H 2.7890 -5.8017 -0.1614 0.01 0.01 -0.04 0.508
H 2.9324 -4.3424 -1.1738 -0.01 0.00 0.02 0.321
H 1.5031 -5.3625 -1.3002 -0.01 0.04 0.06 0.168
H 1.0034 -5.8846 1.6727 -0.03 0.01 0.01 0.442
H -0.2532 -5.2874 0.5648 0.05 0.02 -0.01 0.111
H 0.1051 -4.4016 2.0548 0.01 0.00 -0.02 0.282
H 3.1408 -4.4696 1.9935 0.00 0.03 -0.02 0.422
H 2.1725 -2.9996 2.2296 0.00 -0.01 -0.02 0.313
H 3.3905 -3.0564 0.9472 -0.02 -0.01 0.00 0.392
H 0.2172 -4.6842 -3.7150 -0.03 0.01 0.02 0.294
H -1.2474 -5.4661 -4.3574 0.00 -0.01 0.03 0.474
H -0.5105 -6.0592 -2.8573 0.00 0.02 0.00 0.325
H -1.0667 -2.4191 -3.7818 0.02 -0.06 0.05 0.325
H -2.5976 -2.3035 -2.8946 0.04 -0.03 0.01 0.245
H -2.4872 -3.3021 -4.3565 -0.03 0.03 0.02 0.561
H -2.5823 -5.7769 -1.5552 0.02 0.03 0.00 0.356
H -3.4826 -5.1670 -2.9559 0.02 -0.01 0.02 0.395
H -3.3849 -4.2017 -1.4676 0.01 0.00 -0.02 0.380
```
Forces are in eV/Å.

(4)
Below is a gas-phase ion, C3H8N5 (charge +1) in a non-equilibrium geometry, with properties calculated with ωB97M-V/def2-TZVPD.

Summary:
ΔE to the lowest compared entry with this formula, charge and spin = 1.2 kJ/mol
SMILES = Cn1c(N)n[nH]c1=[NH2+]
HOMO energy = -12.918 eV
2S+1 = 1
net charge = +1
HOMO-LUMO gap = 9.89 eV
LUMO level = -0.111 hartree
E_tot = -392.6470 hartree

```
16
Properties=species:S:1:pos:R:3:forces:R:3:mulliken_charge:R:1
C 1.0909 -0.6747 -0.2598 -2.07 -0.41 1.01 0.537
C -1.1025 -0.4289 -0.1517 -1.14 -2.36 1.68 0.434
C 0.3260 1.6774 0.3971 0.73 -1.77 -2.19 -0.871
N 0.6009 -1.8468 -0.3907 0.91 -0.80 -0.12 -0.674
N -0.7432 -1.7396 -0.2035 0.98 1.60 -0.92 0.138
N 0.0161 0.2741 -0.0393 2.98 0.01 -0.14 0.002
N 2.3716 -0.3685 -0.1016 -1.70 2.73 0.05 -0.290
N -2.3629 -0.0716 0.1308 -1.34 1.25 -0.53 -0.394
H 0.1511 1.8268 1.4141 -0.04 0.01 1.72 0.326
H 1.3832 1.9097 0.0820 -1.50 0.01 0.47 0.319
H -0.3604 2.2117 -0.1782 -0.73 1.73 -0.77 0.380
H -1.1727 -2.6083 -0.4234 -1.36 -0.09 -0.14 0.235
H 3.0717 -1.0301 -0.1584 1.55 -1.34 -0.24 0.226
H 2.5076 0.6216 -0.1664 1.26 -0.20 -0.07 0.119
H -3.1667 -0.6797 -0.1164 1.18 0.53 0.23 0.270
H -2.6108 0.9269 0.1655 0.29 -0.87 -0.04 0.244
```
Forces are in eV/Å.